[1]
Density functional theory data (ωB97M-V/def2-TZVPD) for a 3-piece molecular cluster, C5H7ClO2 overall.

Last column: natural (NBO) charge in e.
CARTESIAN COORDINATES (ANGSTROEM)
C  0.78885  1.57913  -2.35916  -0.202
C  0.29143  1.15198  -1.33308  0.045
C  3.22491  -0.52531  -3.59332  0.514
C  -0.21171  -0.91909  -0.09652  -0.601
C  0.20359  0.58157  0.02554  -0.031
O  2.16204  -0.49121  -3.21256  -0.515
O  1.50158  0.46450  0.53421  -0.718
Cl  2.74365  -2.20691  2.08593  -0.307
H  1.06259  1.74281  -3.31363  0.196
H  2.59997  -1.17471  1.31448  0.298
H  0.50476  -1.28476  -0.94758  0.209
H  -0.07570  -1.48330  0.76448  0.222
H  -1.16283  -1.08619  -0.55212  0.218
H  -0.50687  1.07665  0.63746  0.193
H  1.83704  1.38626  0.55778  0.479

Computed properties:
**HOMO-LUMO gap (alpha / beta)**: 6.06 / 7.69 eV
**LUMO (alpha / beta)**: 0.668 / -2.856 eV
**2S+1**: 3
**⟨S²⟩**: 2.005
**Relative energy (zero: lowest compared OMol25 entry of this formula, charge and spin)**: 2.082 eV
**Charge**: 0

---

[2]
Density functional theory data (ωB97M-V/def2-TZVPD) for one molecule with the formula C5H7ClS2.

Last column: natural (NBO) charge in e.
CARTESIAN COORDINATES (ANGSTROEM)
C  -0.08850  1.29268  -1.14384  -0.367
C  0.21402  0.06276  -0.70879  -0.174
S  1.69066  -0.88877  -1.30469  0.402
C  2.62213  -0.44869  0.05678  -0.491
S  4.18813  -0.93610  0.22036  0.002
C  -0.66317  -0.61451  0.29557  -0.210
C  -1.86670  0.11845  0.79683  -0.632
Cl  -1.32511  -2.12107  -0.53662  -0.094
H  0.56203  1.74527  -1.93363  0.228
H  -0.88050  1.91533  -0.61525  0.223
H  2.16217  0.10419  0.82787  0.202
H  -0.19386  -1.03571  1.22820  0.235
H  -1.48625  0.90950  1.47960  0.217
H  -2.45859  0.50308  -0.03274  0.222
H  -2.47645  -0.60640  1.37036  0.240

Computed properties:
**HOMO-LUMO gap**: 8.49 eV
**LUMO**: -0.313 eV
**Relative energy (zero: lowest compared OMol25 entry of this formula, charge and spin)**: 1.137 eV
**Charge**: 0

---

[3]
Density functional theory data (ωB97M-V/def2-TZVPD) for one molecule with the formula C5H7F.

Last column: natural (NBO) charge in e.
CARTESIAN COORDINATES (ANGSTROEM)
C  -1.10104  0.84194  2.11954  -0.475
C  -0.35166  0.53329  1.07814  0.382
F  0.90124  1.05997  1.00200  -0.345
C  -0.73599  -0.35428  -0.02339  -0.301
C  -0.03650  -0.71820  -1.10126  -0.117
C  1.35153  -0.33574  -1.52354  -0.662
H  -2.09034  0.46280  2.23115  0.210
H  -0.73216  1.47646  2.90107  0.216
H  -1.72666  -0.72245  0.06914  0.215
H  -0.56367  -1.40549  -1.80124  0.198
H  1.94320  -1.27845  -1.64151  0.220
H  1.82219  0.31947  -0.80307  0.237
H  1.31986  0.12067  -2.50703  0.222

Computed properties:
**HOMO-LUMO gap**: 9.94 eV
**LUMO**: 1.074 eV
**Relative energy (zero: lowest compared OMol25 entry of this formula, charge and spin)**: 0.437 eV
**Charge**: 0

---

[4]
Density functional theory data (ωB97M-V/def2-TZVPD) for one molecule with the formula C5H7F.

Last column: natural (NBO) charge in e.
CARTESIAN COORDINATES (ANGSTROEM)
C  1.29160  -0.11601  -0.19071  -0.369
C  0.68542  1.00834  -0.82854  -0.282
C  -0.40418  0.88687  1.45243  0.293
C  -0.21420  0.30269  0.19312  -0.157
C  -1.27688  -0.64731  -0.30935  -0.607
F  -1.59863  0.84371  2.06310  -0.322
H  1.21709  -1.10382  -0.62345  0.228
H  2.14023  -0.01854  0.48528  0.206
H  1.09300  1.98719  -0.60056  0.179
H  0.26470  1.59654  1.91324  0.167
H  -1.06510  -0.92164  -1.33894  0.227
H  -2.24853  -0.15949  -0.27446  0.227
H  -1.32344  -1.54538  0.30283  0.210

Computed properties:
**HOMO-LUMO gap (alpha / beta)**: 8.36 / 7.57 eV
**LUMO (alpha / beta)**: 0.313 / -0.016 eV
**Relative energy (zero: lowest compared OMol25 entry of this formula, charge and spin)**: 3.570 eV
**Charge**: 0

---

[5]
Density functional theory data (ωB97M-V/def2-TZVPD) for a 2-piece molecular cluster, C5H7F2I2N overall.

Last column: natural (NBO) charge in e.
CARTESIAN COORDINATES (ANGSTROEM)
C  -0.25507  -1.87498  0.78853  -0.409
N  -0.58873  -0.57676  0.17491  -0.435
C  -0.05646  0.55116  0.71042  0.060
C  -0.33541  1.82644  0.57968  -0.287
C  -0.44156  3.09877  0.61254  0.719
F  -1.31913  3.70699  1.48919  -0.326
F  0.36642  3.98555  -0.04247  -0.312
C  -1.32505  -0.45376  -1.02186  -0.242
I  -0.00445  -0.32187  -2.78797  -0.036
H  -1.07388  -2.50618  1.16815  0.212
H  0.26105  -2.50569  -0.05759  0.205
H  0.53321  -1.82424  1.48080  0.220
H  0.74028  0.26484  1.43570  0.203
H  -1.97304  -1.27065  -1.11620  0.212
H  -1.90918  0.33712  -1.18362  0.213
I  3.58858  -0.84716  -0.39723  -0.110
H  3.79240  -1.58957  -1.83299  0.112

Computed properties:
**HOMO-LUMO gap**: 8.86 eV
**LUMO**: 0.135 eV
**Relative energy (zero: lowest compared OMol25 entry of this formula, charge and spin)**: 1.886 eV
**Charge**: 0

---

[6]
Density functional theory data (ωB97M-V/def2-TZVPD) for C5H7F2N2 as an isolated structure.

Last column: natural (NBO) charge in e.
CARTESIAN COORDINATES (ANGSTROEM)
C  -0.22686  1.44619  -0.41758  -0.136
C  -0.92315  0.35818  0.04468  0.022
C  1.24630  -0.18478  -0.28129  0.453
C  2.37397  -1.05135  -0.16182  -0.663
C  -2.89310  0.08100  0.53401  0.721
N  1.10064  1.05974  -0.58876  -0.452
N  0.03912  -0.58180  0.19659  -0.523
F  -2.83705  -0.94080  1.28161  -0.277
F  -3.41115  -0.19822  -0.63392  -0.285
H  -0.53966  2.46389  -0.49647  0.248
H  2.22995  -1.13670  0.91822  0.263
H  2.07586  -1.94688  -0.62118  0.259
H  3.37493  -0.64707  -0.34018  0.271
H  -3.10165  1.07700  0.97911  0.194
H  1.81418  1.77364  -0.69812  0.455
H  -0.32232  -1.57204  0.28511  0.449

Computed properties:
**HOMO-LUMO gap**: 10.73 eV
**LUMO**: -2.916 eV
**Relative energy (zero: lowest compared OMol25 entry of this formula, charge and spin)**: 1.390 eV
**Charge**: +1